1.
Formula: C36H29NO9S8W
Source: OMol25
Level of theory: ωB97M-V/def2-TZVPD

Geometry (Å):
W (-0.824, 0.829, -1.333)
O (-0.766, -0.508, 2.224)
C (-0.267, 0.754, 2.684)
C (-0.563, 1.781, 1.581)
O (-0.365, 2.946, 1.595)
O (-1.137, 1.195, 0.448)
C (-1.019, 1.156, 3.946)
C (-0.475, 0.898, 5.199)
C (-1.214, 1.167, 6.343)
C (-2.493, 1.693, 6.241)
C (-3.041, 1.946, 4.990)
C (-2.308, 1.674, 3.847)
C (1.255, 0.722, 2.857)
C (1.970, -0.444, 2.616)
C (3.348, -0.466, 2.787)
C (4.017, 0.677, 3.194)
C (3.303, 1.845, 3.435)
C (1.928, 1.869, 3.271)
H (-1.124, -0.971, 2.992)
H (0.528, 0.502, 5.287)
H (-0.784, 0.971, 7.316)
H (-3.062, 1.910, 7.134)
H (-4.037, 2.359, 4.907)
H (-2.750, 1.874, 2.876)
H (1.448, -1.336, 2.296)
H (3.897, -1.381, 2.606)
H (5.089, 0.659, 3.334)
H (3.819, 2.737, 3.763)
H (1.379, 2.779, 3.474)
O (0.553, -0.217, -2.450)
S (1.783, -0.313, -1.533)
O (2.388, -1.590, -1.452)
O (1.229, 0.260, -0.295)
C (2.846, 0.811, -2.376)
C (4.165, 0.443, -2.530)
C (5.025, 1.240, -3.286)
C (4.552, 2.383, -3.894)
C (3.220, 2.765, -3.739)
C (2.363, 1.987, -2.984)
S (0.756, 2.686, -2.707)
O (0.763, 4.014, -3.195)
O (0.518, 2.488, -1.226)
O (-0.410, 1.858, -3.208)
H (4.515, -0.476, -2.080)
H (6.059, 0.947, -3.400)
H (5.211, 3.000, -4.490)
H (2.859, 3.678, -4.191)
N (-1.112, -1.073, -0.638)
S (-1.702, -2.518, -1.223)
C (-0.398, -3.255, -2.182)
C (0.478, -4.212, -1.691)
C (1.435, -4.737, -2.546)
C (1.505, -4.311, -3.865)
C (0.605, -3.370, -4.349)
C (-0.364, -2.847, -3.513)
C (-1.814, -3.444, 0.272)
C (-0.780, -3.437, 1.206)
C (-0.945, -4.163, 2.371)
C (-2.117, -4.885, 2.585)
C (-3.134, -4.884, 1.642)
C (-2.991, -4.153, 0.472)
H (-1.126, -1.049, 0.390)
H (0.419, -4.566, -0.672)
H (2.119, -5.489, -2.179)
H (2.251, -4.731, -4.526)
H (0.644, -3.059, -5.385)
H (-1.083, -2.131, -3.895)
H (0.127, -2.876, 1.022)
H (-0.156, -4.180, 3.112)
H (-2.233, -5.454, 3.497)
H (-4.041, -5.444, 1.817)
H (-3.779, -4.135, -0.270)
C (-1.688, 4.498, -1.172)
S (-2.479, 2.881, -1.246)
C (-3.175, 2.778, -2.845)
C (-3.305, 1.551, -3.355)
S (-2.742, 0.161, -2.453)
S (-4.181, 1.397, -4.845)
C (-4.526, 3.112, -5.032)
S (-5.340, 3.730, -6.268)
S (-3.870, 4.096, -3.720)
H (-1.039, 4.465, -0.298)
H (-2.483, 5.225, -1.016)
H (-1.124, 4.707, -2.075)

**Energy above the lowest of the compared OMol25 structures with the same formula, charge and spin**: 5.78 kcal/mol
**Orbital gap (spin up / spin down)**: 0.1962 / 0.1961 hartree
**Total charge**: +2
**LUMO level (spin up / spin down)**: -7.61 / -7.61 eV

These are the Mulliken partial charges, in e, on atoms 1 to 2:
1. W 1.995
2. O -0.499

=====

2.
Formula: C5H13NO
Source: OMol25
Level of theory: ωB97M-V/def2-TZVPD

Geometry (Å):
C (-0.363, -2.416, 1.194)
N (-0.318, -0.953, 1.192)
C (0.165, -0.130, 0.103)
C (-0.709, 1.027, -0.445)
C (-0.256, 2.156, -1.365)
O (-1.942, 0.511, -1.119)
C (1.581, 0.373, 0.271)
H (-0.208, -2.945, 2.176)
H (-1.223, -2.842, 0.828)
H (0.395, -2.855, 0.534)
H (-0.134, -0.550, 2.047)
H (0.227, -0.830, -0.760)
H (-1.121, 1.461, 0.530)
H (-1.027, 2.917, -1.698)
H (0.691, 2.572, -1.020)
H (0.174, 1.636, -2.232)
H (-1.843, -0.422, -1.240)
H (1.642, 1.266, 0.929)
H (2.054, 0.355, -0.756)
H (2.213, -0.329, 0.830)

**Energy above the lowest of the compared OMol25 structures with the same formula, charge and spin**: 54.04 kcal/mol
**Orbital gap**: 0.3535 hartree
**LUMO level**: 0.99 eV

These are the Mulliken partial charges, in e, on atoms 1 to 2:
1. C -0.945
2. N -0.189

=====

3.
Formula: H70O35
Source: OMol25
Level of theory: ωB97M-V/def2-TZVPD

Geometry (Å):
O (3.963, 0.566, 3.237)
H (4.005, 1.361, 3.768)
H (4.641, -0.003, 3.603)
O (-1.903, -3.130, 1.910)
H (-2.423, -3.933, 1.935)
H (-1.172, -3.298, 2.505)
O (-3.426, -3.523, -3.483)
H (-3.620, -3.512, -2.546)
H (-2.655, -4.083, -3.562)
O (-1.915, 1.294, 0.750)
H (-1.938, 1.813, 1.554)
H (-2.816, 1.311, 0.428)
O (0.796, 4.981, 3.189)
H (1.040, 4.060, 3.104)
H (0.773, 5.136, 4.134)
O (-4.044, 3.752, 2.150)
H (-3.406, 3.977, 1.474)
H (-3.557, 3.208, 2.769)
O (-4.561, 0.141, 0.225)
H (-5.058, -0.176, -0.529)
H (-4.674, -0.539, 0.890)
O (2.891, -4.013, -2.622)
H (2.472, -4.872, -2.575)
H (2.924, -3.713, -1.713)
O (-1.602, -0.622, 3.371)
H (-1.563, -1.534, 3.659)
H (-1.463, -0.662, 2.425)
O (2.361, 5.263, -0.647)
H (2.951, 5.062, -1.373)
H (1.920, 4.434, -0.459)
O (0.253, -3.155, 4.384)
H (1.016, -3.149, 4.962)
H (0.617, -3.053, 3.505)
O (-4.574, -2.255, 1.710)
H (-3.653, -2.452, 1.881)
H (-5.054, -2.772, 2.356)
O (-3.757, -0.417, -3.351)
H (-4.542, -0.949, -3.216)
H (-3.359, -0.774, -4.145)
O (-0.444, 2.337, 3.299)
H (0.078, 1.698, 3.783)
H (-1.300, 2.323, 3.727)
O (-0.821, -1.502, -2.023)
H (-1.717, -1.164, -2.005)
H (-0.905, -2.417, -1.755)
O (2.583, -0.060, -2.096)
H (1.852, 0.074, -1.492)
H (2.420, 0.556, -2.810)
O (1.317, 0.415, 4.868)
H (1.691, 0.361, 3.988)
H (1.940, -0.056, 5.422)
O (-3.055, 1.924, 4.056)
H (-3.526, 2.068, 4.877)
H (-2.888, 0.982, 4.038)
O (1.161, -3.389, 1.577)
H (1.823, -4.058, 1.752)
H (1.664, -2.594, 1.399)
O (5.692, -0.288, -1.911)
H (6.085, 0.504, -2.280)
H (4.769, -0.235, -2.158)
O (1.280, 2.849, 1.044)
H (1.406, 2.081, 0.486)
H (0.550, 2.613, 1.616)
O (4.252, 3.495, 0.681)
H (4.615, 3.888, 1.475)
H (3.304, 3.566, 0.789)
O (-0.846, 1.022, -4.918)
H (-1.165, 0.184, -5.253)
H (-1.267, 1.678, -5.474)
O (-1.023, -4.631, -3.386)
H (-0.536, -5.449, -3.482)
H (-0.401, -4.028, -2.978)
O (5.002, -2.344, 0.334)
H (5.449, -2.380, -0.512)
H (4.142, -1.974, 0.136)
O (2.571, -1.119, 1.426)
H (2.997, -0.472, 1.989)
H (1.955, -0.610, 0.900)
O (0.465, -0.017, -0.173)
H (-0.053, -0.470, -0.838)
H (-0.181, 0.314, 0.451)
O (-1.798, 4.589, 1.053)
H (-1.344, 4.938, 1.820)
H (-1.511, 5.146, 0.330)
O (-2.478, 2.221, -1.929)
H (-2.754, 1.501, -2.495)
H (-2.004, 1.796, -1.213)
O (-0.696, -3.714, -0.443)
H (-0.363, -3.339, 0.372)
H (-0.410, -4.627, -0.423)
O (0.586, 3.141, -2.081)
H (0.109, 2.544, -1.504)
H (0.449, 4.007, -1.697)
O (-3.573, -3.928, -0.853)
H (-2.664, -3.689, -0.676)
H (-4.071, -3.519, -0.146)
O (1.847, 1.066, -4.204)
H (0.919, 1.189, -4.007)
H (1.889, 0.216, -4.643)
O (3.029, 4.009, -3.080)
H (2.371, 3.314, -3.063)
H (3.771, 3.626, -3.548)
O (0.611, -2.249, -4.212)
H (1.385, -1.891, -3.779)
H (-0.125, -1.792, -3.804)

**Energy above the lowest of the compared OMol25 structures with the same formula, charge and spin**: 89.87 kcal/mol
**Orbital gap**: 0.3354 hartree
**LUMO level**: -0.69 eV

These are the Mulliken partial charges, in e, on atoms 1 to 2:
1. O -0.524
2. H 0.260

=====

4.
Formula: Cl2H3N2P
Source: OMol25
Level of theory: ωB97M-V/def2-TZVPD

Geometry (Å):
N (0.689, -0.916, 1.048)
N (-0.982, -0.164, -0.914)
P (0.291, 0.240, 0.121)
Cl (-0.375, 1.903, 1.021)
Cl (1.670, 1.096, -1.128)
H (1.361, -0.878, 1.893)
H (-0.802, -0.825, -1.613)
H (-1.853, -0.457, -0.428)

**Energy above the lowest of the compared OMol25 structures with the same formula, charge and spin**: 1.13 kcal/mol
**Orbital gap**: 0.3881 hartree
**LUMO level**: 0.65 eV

These are the Mulliken partial charges, in e, on atoms 1 to 2:
1. N -0.597
2. N -0.568

=====

Please write out number 4 again, unchanged.
Formula: Cl2H3N2P
Source: OMol25
Level of theory: ωB97M-V/def2-TZVPD

Geometry (Å):
N (0.689, -0.916, 1.048)
N (-0.982, -0.164, -0.914)
P (0.291, 0.240, 0.121)
Cl (-0.375, 1.903, 1.021)
Cl (1.670, 1.096, -1.128)
H (1.361, -0.878, 1.893)
H (-0.802, -0.825, -1.613)
H (-1.853, -0.457, -0.428)

**Energy above the lowest of the compared OMol25 structures with the same formula, charge and spin**: 1.13 kcal/mol
**Orbital gap**: 0.3881 hartree
**LUMO level**: 0.65 eV

These are the Mulliken partial charges, in e, on atoms 1 to 2:
1. N -0.597
2. N -0.568